No. 1
DFT (wB97M-V/def2-TZVPD) results for one molecule with the formula C3H8OS at a distorted geometry.

The value obtained for the HOMO-LUMO gap is 9.98 eV. Its charge is 0. The total energy is -592.50733 Eh. As for the highest occupied orbital energy: -9.2 eV. The LUMO energy comes out at 0.8 eV. As for the structure (SMILES): OCCCS. Its multiplicity is 1.

CARTESIAN COORDINATES (ANGSTROEM)
O  -1.764  1.778  0.142
C  -0.654  1.086  -0.487
C  -0.070  0.075  0.461
C  1.091  -0.691  -0.106
S  1.810  -1.813  1.143
H  -2.576  1.544  -0.334
H  0.051  1.865  -0.791
H  -0.998  0.619  -1.416
H  -0.806  -0.661  0.758
H  0.173  0.539  1.416
H  0.698  -1.369  -0.864
H  1.837  -0.062  -0.607
H  1.209  -2.911  0.685

natural (NBO) population analysis, charges in e, atoms 1 to 6: O -0.73; C -0.06; C -0.44; C -0.51; S -0.04; H 0.47

No. 2
DFT (wB97M-V/def2-TZVPD) results for C5H12BaO3 as an isolated structure at a distorted geometry.

The value obtained for the HOMO-LUMO gap (alpha / beta) is 5.65 / 8.46 eV. Its charge is +1. The total energy is -448.56659 Eh. As for the highest occupied orbital energy (alpha / beta): -8.8 / -12.2 eV. The LUMO energy (alpha / beta) comes out at -3.2 / -3.7 eV. Its multiplicity is 2. The expectation value of S² is 0.7503.

CARTESIAN COORDINATES (ANGSTROEM)
C  -1.911  2.265  -0.044
C  -1.332  1.300  0.942
O  -0.640  1.883  2.009
Ba  -1.132  2.136  4.838
H  -1.173  3.007  -0.374
H  -2.820  2.725  0.365
H  -2.223  1.715  -0.941
H  -2.009  0.534  1.347
O  0.006  0.616  0.268
H  0.444  1.651  1.579
C  1.445  -2.199  -2.502
O  0.625  -1.593  -1.535
C  1.295  -1.330  -0.329
C  0.347  -0.703  0.660
H  0.835  -2.373  -3.396
H  2.297  -1.550  -2.767
H  1.839  -3.166  -2.142
H  2.157  -0.661  -0.505
H  1.686  -2.267  0.110
H  0.828  -0.680  1.651
H  -0.565  -1.309  0.768

natural (NBO) population analysis, charges in e, atoms 1 to 6: C -0.68; C 0.41; O -0.90; Ba 1.00; H 0.24; H 0.23

No. 3
DFT (wB97M-V/def2-TZVPD) results for C31H66B3O13PS as an isolated structure at a distorted geometry.

The value obtained for the HOMO-LUMO gap is 9.31 eV. Its charge is 0. The total energy is -3013.25855 Eh. As for the highest occupied orbital energy: -9.2 eV. The LUMO energy comes out at 0.1 eV. Its multiplicity is 1.

CARTESIAN COORDINATES (ANGSTROEM)
C  2.683  0.103  1.449
C  1.942  -1.212  1.699
C  0.803  -1.519  0.726
O  0.398  -0.375  -0.047
B  0.793  -0.307  -1.315
O  1.205  0.903  -1.838
B  1.644  0.739  -3.121
O  2.542  -0.305  -3.365
B  2.070  -1.422  -2.787
P  3.086  -3.048  -2.647
O  3.784  -3.299  -4.063
O  2.022  -4.239  -2.496
S  4.312  -3.063  -1.170
O  0.825  -1.387  -2.212
H  2.057  0.884  1.046
H  3.570  -0.057  0.851
H  3.046  0.464  2.404
H  2.677  -2.001  1.638
H  1.569  -1.217  2.713
H  1.064  -2.372  0.110
H  -0.061  -1.824  1.300
H  1.247  1.416  -4.006
H  4.340  -4.097  -3.927
H  1.360  -4.195  -3.212
C  6.107  -1.570  -5.616
C  6.970  -1.522  -6.874
C  8.367  -1.382  -6.282
O  8.342  -2.059  -5.023
C  6.991  -2.359  -4.662
H  5.135  -2.030  -5.767
H  5.949  -0.559  -5.233
H  6.886  -2.464  -7.421
H  6.715  -0.711  -7.554
H  8.620  -0.331  -6.106
H  9.142  -1.823  -6.910
H  6.835  -3.439  -4.778
H  6.831  -2.098  -3.616
C  -2.009  0.162  5.820
C  -0.865  -0.139  6.785
C  -0.009  -1.094  5.968
O  -0.184  -0.719  4.597
C  -1.282  0.195  4.485
H  -2.537  1.090  6.031
H  -2.738  -0.653  5.831
H  -0.305  0.771  6.998
H  -1.189  -0.569  7.732
H  -0.341  -2.131  6.088
H  1.049  -1.037  6.225
H  -0.880  1.193  4.277
H  -1.914  -0.102  3.649
C  -1.823  4.216  -2.376
C  -2.567  4.717  -3.611
C  -1.483  4.640  -4.679
O  -0.629  3.554  -4.309
C  -0.928  3.140  -2.972
H  -2.476  3.835  -1.592
H  -1.216  5.019  -1.953
H  -3.385  4.036  -3.856
H  -2.981  5.718  -3.501
H  -0.886  5.557  -4.707
H  -1.884  4.458  -5.677
H  -1.447  2.175  -3.019
H  -0.002  3.006  -2.421
C  -5.898  -0.699  3.065
C  -6.762  0.113  4.025
C  -5.725  1.008  4.689
O  -4.702  1.235  3.716
C  -4.880  0.339  2.615
H  -6.454  -1.133  2.236
H  -5.403  -1.509  3.600
H  -7.480  0.718  3.467
H  -7.314  -0.495  4.740
H  -5.273  0.514  5.557
H  -6.131  1.967  5.011
H  -5.247  0.915  1.757
H  -3.917  -0.099  2.349
C  2.968  3.763  7.920
C  3.110  3.187  6.513
C  2.668  1.746  6.723
O  1.704  1.769  7.781
C  1.720  3.048  8.421
H  2.871  4.847  7.944
H  3.832  3.484  8.528
H  2.425  3.696  5.831
H  4.116  3.265  6.105
H  3.507  1.114  7.033
H  2.214  1.306  5.833
H  0.812  3.590  8.135
H  1.714  2.908  9.502
C  0.419  2.371  -7.050
C  -0.318  2.872  -8.290
C  0.770  2.786  -9.353
O  1.617  1.698  -8.978
C  1.310  1.288  -7.642
H  -0.237  2.001  -6.267
H  1.027  3.172  -6.627
H  -1.139  2.195  -8.536
H  -0.725  3.876  -8.184
H  1.372  3.701  -9.379
H  0.375  2.604  -10.353
H  0.788  0.326  -7.688
H  2.239  1.151  -7.087
C  -5.576  -6.264  2.612
C  -5.520  -5.460  1.316
C  -6.093  -4.121  1.758
O  -5.736  -3.962  3.134
C  -5.238  -5.201  3.647
H  -4.891  -7.109  2.635
H  -6.588  -6.641  2.775
H  -4.482  -5.339  0.997
H  -6.078  -5.907  0.495
H  -7.185  -4.110  1.680
H  -5.697  -3.281  1.186
H  -4.155  -5.110  3.783
H  -5.692  -5.395  4.619

Mulliken population analysis, charges in e, atoms 1 to 6: C -1.32; C 0.24; C -0.44; O -0.73; B 0.70; O -0.41

No. 4
DFT (wB97M-V/def2-TZVPD) results for an isolated ion of composition C5H13NO and charge +1 at a distorted geometry.

The value obtained for the HOMO-LUMO gap (alpha / beta) is 11.74 / 7.06 eV. Its charge is +1. The total energy is -327.96896 Eh. As for the highest occupied orbital energy (alpha / beta): -14.8 / -14.8 eV. The LUMO energy (alpha / beta) comes out at -3.0 / -7.7 eV. Its multiplicity is 2. The expectation value of S² is 0.7543.

CARTESIAN COORDINATES (ANGSTROEM)
C  1.295  2.279  0.024
N  1.341  0.857  0.096
C  -2.188  0.450  0.394
C  -0.797  0.122  0.947
C  0.231  0.000  -0.248
C  0.694  -1.448  -0.449
O  -0.454  -2.179  -0.844
H  1.108  2.757  0.978
H  2.257  2.667  -0.326
H  0.527  2.656  -0.656
H  1.727  0.575  0.998
H  -2.574  -0.316  -0.266
H  -2.108  1.448  -0.045
H  -2.862  0.524  1.247
H  -0.672  -0.770  1.548
H  -0.548  0.987  1.567
H  -0.215  0.346  -1.175
H  1.415  -1.514  -1.255
H  1.082  -1.830  0.503
H  -0.709  -2.788  -0.145

natural (NBO) population analysis, charges in e, atoms 1 to 6: C -0.49; N -0.13; C -0.60; C -0.36; C -0.10; C -0.06

No. 5
DFT (wB97M-V/def2-TZVPD) results for C47H128AgN11O12 as an isolated structure at a distorted geometry.

The value obtained for the HOMO-LUMO gap (alpha / beta) is 7.71 / 5.20 eV. Its charge is +1. The total energy is -3519.00960 Eh. As for the highest occupied orbital energy (alpha / beta): -10.9 / -10.9 eV. The LUMO energy (alpha / beta) comes out at -3.2 / -5.7 eV. Its multiplicity is 2. The expectation value of S² is 0.7547.

CARTESIAN COORDINATES (ANGSTROEM)
Ag  -2.183  3.280  2.934
C  -0.738  -0.413  -0.298
C  -0.579  0.506  0.919
C  0.772  1.341  0.811
O  -1.684  1.268  1.334
H  -0.069  -1.274  -0.291
H  -0.611  0.027  -1.287
H  -1.755  -0.783  -0.429
H  -0.423  -0.176  1.754
H  0.774  2.038  -0.027
H  1.579  0.630  0.633
H  0.991  1.870  1.738
C  -6.227  2.937  -1.031
C  -5.238  2.189  -0.093
C  -5.046  0.705  -0.524
O  -6.227  -0.023  -0.364
C  -6.041  -1.424  -0.462
N  -3.979  2.907  -0.034
H  -6.717  3.695  -0.419
H  -7.033  2.282  -1.365
H  -5.748  3.420  -1.882
H  -5.699  2.139  0.894
H  -4.386  0.260  0.220
H  -4.530  0.632  -1.481
H  -5.372  -1.777  0.323
H  -5.641  -1.592  -1.462
H  -7.010  -1.885  -0.272
H  -3.750  3.035  -1.010
H  -3.250  2.288  0.292
C  2.937  -1.799  1.735
C  3.964  -0.983  2.571
C  4.079  0.521  2.286
O  4.195  0.548  0.825
C  4.270  1.805  0.222
N  3.820  -1.258  3.972
H  1.951  -1.357  1.880
H  2.979  -2.870  1.934
H  2.880  -1.655  0.656
H  4.965  -1.289  2.268
H  4.826  1.075  2.854
H  3.155  1.063  2.488
H  3.379  2.421  0.099
H  4.593  1.730  -0.817
H  4.994  2.492  0.660
H  4.545  -0.755  4.465
H  3.907  -2.247  4.159
C  -2.062  2.424  -3.211
C  -1.246  1.938  -4.427
C  -0.954  0.397  -4.369
O  -0.104  -0.140  -5.358
C  0.206  -1.468  -5.150
N  -2.087  2.209  -5.532
H  -1.650  2.091  -2.258
H  -3.129  2.215  -3.298
H  -2.057  3.506  -3.083
H  -0.293  2.463  -4.482
H  -1.878  -0.181  -4.397
H  -0.601  0.242  -3.349
H  0.814  -1.680  -6.029
H  -0.677  -2.107  -5.134
H  0.780  -1.695  -4.251
H  -1.728  1.801  -6.382
H  -2.104  3.209  -5.672
C  0.640  5.891  1.680
C  0.351  6.037  3.167
C  0.434  7.511  3.576
O  -0.089  7.549  4.890
C  -0.236  8.819  5.477
N  -0.881  5.416  3.543
H  0.729  4.836  1.423
H  1.615  6.314  1.436
H  -0.137  6.295  1.031
H  1.075  5.456  3.739
H  -0.099  8.236  2.961
H  1.457  7.884  3.520
H  -0.949  8.819  6.302
H  -0.624  9.540  4.758
H  0.703  9.240  5.835
H  -0.991  5.846  4.450
H  -1.580  5.991  3.096
C  -3.105  -5.812  4.165
C  -2.521  -6.381  2.879
C  -1.771  -5.324  2.149
O  -2.546  -4.256  1.639
C  -1.850  -3.418  0.744
N  -1.603  -7.463  3.175
H  -3.700  -4.898  4.144
H  -2.386  -5.731  4.980
H  -3.797  -6.581  4.509
H  -3.278  -6.651  2.143
H  -1.236  -5.746  1.298
H  -0.971  -4.917  2.769
H  -1.012  -2.950  1.262
H  -2.520  -2.573  0.585
H  -1.549  -3.776  -0.241
H  -0.790  -6.973  3.520
H  -1.880  -7.958  4.011
C  -4.027  -3.047  -6.653
C  -4.445  -4.063  -5.588
C  -4.289  -3.582  -4.150
O  -2.913  -3.376  -3.864
C  -2.721  -2.653  -2.710
N  -5.792  -4.497  -5.849
H  -4.669  -2.169  -6.584
H  -4.069  -3.600  -7.591
H  -2.990  -2.712  -6.621
H  -3.851  -4.977  -5.596
H  -4.644  -4.342  -3.454
H  -4.925  -2.720  -3.953
H  -3.152  -1.663  -2.557
H  -1.672  -2.426  -2.518
H  -2.993  -3.290  -1.868
H  -5.790  -4.805  -6.811
H  -6.427  -3.712  -5.836
C  1.378  0.976  4.813
C  0.189  1.437  5.659
C  0.626  2.416  6.783
O  1.413  1.818  7.923
C  0.903  0.729  8.640
N  -0.668  2.131  4.645
H  1.216  0.206  4.059
H  2.074  0.483  5.492
H  1.751  1.810  4.219
H  -0.250  0.524  6.062
H  -0.279  2.808  7.247
H  1.010  3.344  6.359
H  1.087  -0.237  8.168
H  -0.174  0.807  8.782
H  1.397  0.728  9.612
H  -0.649  1.505  3.852
H  0.036  2.770  4.304
C  2.669  0.297  -3.046
C  3.740  -0.459  -3.764
C  3.901  -0.089  -5.243
O  4.803  -0.930  -5.957
C  5.059  -0.524  -7.290
N  4.988  -0.281  -3.198
H  2.808  1.363  -3.226
H  2.726  0.176  -1.964
H  1.692  -0.041  -3.390
H  3.488  -1.514  -3.654
H  4.262  0.923  -5.424
H  2.915  -0.164  -5.702
H  5.466  0.487  -7.314
H  4.105  -0.532  -7.816
H  5.866  -1.105  -7.737
H  4.955  -0.677  -2.270
H  5.546  -0.967  -3.686
C  -4.238  -0.992  2.634
C  -3.508  -0.864  3.930
C  -2.229  -1.684  3.927
O  -1.678  -1.712  5.245
C  -0.429  -2.380  5.264
N  -3.117  0.568  4.078
H  -4.437  -2.063  2.594
H  -3.603  -0.724  1.790
H  -5.166  -0.421  2.609
H  -4.087  -1.179  4.798
H  -1.495  -1.439  3.160
H  -2.471  -2.710  3.650
H  -0.090  -2.175  6.280
H  0.329  -2.143  4.518
H  -0.513  -3.466  5.252
H  -2.473  0.601  4.856
H  -2.621  0.800  3.229
C  3.354  4.069  -6.085
C  3.452  5.039  -4.898
C  2.658  4.525  -3.622
O  2.729  5.557  -2.636
C  1.941  5.317  -1.446
N  4.815  5.265  -4.524
H  2.322  3.832  -6.342
H  3.805  3.120  -5.795
H  3.889  4.364  -6.988
H  3.063  6.011  -5.200
H  3.099  3.649  -3.148
H  1.628  4.347  -3.931
H  1.936  6.126  -0.715
H  2.217  4.377  -0.969
H  0.935  5.163  -1.836
H  5.107  4.303  -4.433
H  4.817  5.602  -3.571
C  5.153  -7.093  0.444
C  4.445  -6.122  -0.581
C  3.294  -5.201  -0.071
O  2.939  -4.132  -1.002
C  1.661  -3.601  -0.796
N  5.531  -5.245  -0.922
H  5.474  -6.602  1.363
H  5.909  -7.694  -0.061
H  4.404  -7.769  0.856
H  4.137  -6.654  -1.481
H  3.588  -4.785  0.893
H  2.391  -5.798  0.055
H  0.969  -4.229  -1.357
H  1.549  -2.550  -1.062
H  1.350  -3.690  0.245
H  5.080  -4.482  -1.406
H  5.751  -4.651  -0.136

Mulliken population analysis, charges in e, atoms 1 to 6: Ag 0.53; C 1.36; C 2.21; C -0.86; O 0.79; H -0.30

No. 6
DFT (wB97M-V/def2-TZVPD) results for C24H33ClLuN2O3S3 as an isolated structure at a distorted geometry.

The value obtained for the HOMO-LUMO gap is 8.17 eV. Its charge is +1. The total energy is -4159.77965 Eh. As for the highest occupied orbital energy: -10.7 eV. The LUMO energy comes out at -2.5 eV. Its multiplicity is 1.

CARTESIAN COORDINATES (ANGSTROEM)
Lu  0.580  0.199  -0.160
C  -0.668  -3.896  1.239
C  -1.139  -3.399  -0.123
C  -2.335  -2.449  0.021
C  -0.041  -2.765  -0.960
C  -0.245  -2.629  -2.337
C  0.742  -2.152  -3.176
C  1.989  -1.766  -2.683
C  3.052  -1.214  -3.592
C  2.213  -1.906  -1.318
C  1.212  -2.392  -0.458
H  -1.467  -4.467  1.712
H  -0.422  -3.064  1.903
H  0.201  -4.552  1.154
H  -1.476  -4.266  -0.698
H  -2.066  -1.579  0.622
H  -3.161  -2.952  0.528
H  -2.696  -2.100  -0.948
H  -1.194  -2.940  -2.758
H  0.546  -2.074  -4.239
H  4.051  -1.465  -3.235
H  2.972  -0.124  -3.644
H  2.943  -1.596  -4.606
H  3.206  -1.735  -0.924
H  1.469  -2.617  0.570
C  3.195  -0.591  2.277
O  2.939  0.060  1.023
C  3.981  0.975  0.718
C  3.898  1.292  -0.748
O  2.560  1.594  -1.133
C  2.212  2.982  -1.192
C  1.728  3.486  0.142
O  0.807  2.533  0.675
C  0.109  3.076  1.812
H  4.082  -1.219  2.183
H  2.331  -1.190  2.533
H  3.354  0.154  3.059
H  4.953  0.518  0.927
H  3.880  1.864  1.347
H  4.192  0.421  -1.333
H  4.565  2.119  -0.997
H  1.417  3.049  -1.928
H  3.063  3.570  -1.539
H  1.226  4.445  -0.001
H  2.542  3.625  0.859
H  -0.476  3.942  1.500
H  0.829  3.365  2.579
H  -0.545  2.307  2.200
Cl  -0.038  -0.274  2.102
S  -3.926  4.127  0.136
C  -2.890  3.019  -0.449
S  -1.964  3.202  -1.940
C  -1.216  1.661  -1.686
N  -1.602  1.063  -0.592
N  -2.577  1.796  0.089
C  -3.546  1.037  0.847
C  -3.286  0.676  2.155
C  -4.219  -0.085  2.846
C  -5.403  -0.463  2.233
C  -5.662  -0.076  0.922
C  -4.732  0.676  0.225
S  -0.005  0.962  -2.670
H  -2.371  0.988  2.632
H  -4.020  -0.370  3.871
H  -6.133  -1.049  2.776
H  -6.590  -0.358  0.443
H  -4.924  0.989  -0.794

natural (NBO) population analysis, charges in e, atoms 1 to 6: Lu 1.63; C -0.62; C -0.24; C -0.60; C 0.00; C -0.16